Molecular formula: C3H3FO3
Method: DFT, the ωB97M-V functional and the def2-TZVPD basis

Positions of all 10 atoms, in Å:
O (-1.78, -0.61, -2.03)
C (-1.00, -0.34, -1.08)
O (0.14, -1.02, -0.85)
C (0.67, -0.58, 0.43)
C (0.07, 0.78, 0.50)
F (0.84, 1.68, -0.17)
O (-1.15, 0.61, -0.08)
H (0.31, -1.12, 1.31)
H (1.75, -0.47, 0.42)
H (0.14, 1.07, 1.54)

Calculated values
Strongest force on any atom   5.613 eV/A
HOMO energy   -11.38 eV
Total energy   -441.69543 Eh
Structure (SMILES)   O=C1OC[C@@H](F)O1
Charge   0
Spin multiplicity   1